Formula: C26H68F4O14S
Source: the OMol25 dataset
Level of theory: ωB97M-V with the def2-TZVPD basis set

Computed properties:
Multiplicity = 1
E_LUMO = 0.4 eV
Electronic energy = -78428.428 eV
E_HOMO = -9.892 eV

CARTESIAN COORDINATES (ANGSTROEM)
C1 -0.5306 2.8734 0.0634
C2 -0.2095 2.0279 -0.7105
O1 0.2150 1.0401 -1.4789
S1 1.7343 0.4394 -1.0214
O2 2.6959 1.2691 -1.6419
O3 1.7056 0.7703 0.6152
C3 2.0791 -0.2744 1.4252
F1 1.6567 0.0605 2.6404
F2 3.3980 -0.3786 1.5169
C4 1.4574 -1.6508 1.1058
F3 0.1410 -1.5594 1.2143
F4 1.8778 -2.4803 2.0797
H1 -0.5919 3.5457 0.8822
H2 1.7765 -2.0951 0.1670
C5 -1.6729 -1.8526 -3.9426
C6 -0.1879 -2.1053 -3.8177
O4 0.5750 -0.9483 -4.1707
H3 -1.9228 -1.5581 -4.9607
H4 -2.2404 -2.7469 -3.6882
H5 -1.9873 -1.0385 -3.2826
H6 0.1139 -2.9048 -4.4924
H7 0.0672 -2.3999 -2.7915
H8 0.3223 -0.2348 -3.5767
C7 5.8296 0.2241 4.5584
C8 4.4741 0.0759 5.2243
O5 3.5759 1.1018 4.8071
H9 6.2665 1.1948 4.7904
H10 6.5150 -0.5590 4.8885
H11 5.7332 0.1663 3.4709
H12 4.5718 0.1529 6.3067
H13 4.0305 -0.8988 4.9860
H14 3.4755 1.0270 3.8541
C9 2.0483 -1.3913 7.9305
C10 1.9472 -2.8815 7.6636
O6 0.9073 -3.1707 6.7328
H15 1.1034 -1.0085 8.3178
H16 2.8381 -1.1751 8.6525
H17 2.2625 -0.8489 7.0064
H18 1.7140 -3.4208 8.5806
H19 2.8946 -3.2667 7.2706
H20 1.1105 -2.7083 5.9140
C11 -2.9096 6.8731 2.6415
C12 -2.4216 5.6676 1.8606
O7 -1.2160 5.1581 2.4312
H21 -2.1498 7.6552 2.6465
H22 -3.8265 7.2770 2.2081
H23 -3.1045 6.6047 3.6830
H24 -2.2074 5.9419 0.8283
H25 -3.1750 4.8737 1.8579
H26 -1.4093 4.9064 3.3399
C13 2.8613 -4.1656 -6.2490
C14 3.7763 -2.9530 -6.2809
O8 3.0359 -1.7665 -6.5336
H27 2.3247 -4.2693 -7.1935
H28 3.4290 -5.0807 -6.0646
H29 2.1088 -4.0568 -5.4634
H30 4.5166 -3.0471 -7.0749
H31 4.3059 -2.8500 -5.3267
H32 2.3842 -1.6768 -5.8293
C15 -4.7875 2.0690 -5.3417
C16 -4.1863 0.7121 -5.0245
O9 -5.0325 -0.0311 -4.1501
H33 -4.9478 2.6367 -4.4244
H34 -4.1349 2.6434 -6.0012
H35 -5.7601 1.9564 -5.8271
H36 -3.2271 0.8282 -4.5229
H37 -4.0264 0.1331 -5.9402
H38 -5.8783 -0.1487 -4.5919
C17 -0.9234 -6.4575 -5.6386
C18 -2.1118 -5.5133 -5.6030
O10 -1.7293 -4.1911 -5.9732
H39 -0.1391 -6.1066 -4.9659
H40 -1.2149 -7.4666 -5.3423
H41 -0.4935 -6.4999 -6.6427
H42 -2.5263 -5.4566 -4.5968
H43 -2.8994 -5.8611 -6.2794
H44 -1.3718 -4.2315 -6.8660
C19 3.6477 -7.2712 -9.4805
C20 2.3193 -7.4794 -8.7768
O11 1.3988 -6.4467 -9.1258
H45 4.0699 -6.3016 -9.2141
H46 4.3616 -8.0516 -9.2119
H47 3.5154 -7.2799 -10.5650
H48 2.4520 -7.4497 -7.6961
H49 1.8858 -8.4487 -9.0448
H50 1.2775 -6.4799 -10.0791
C21 4.6164 5.0294 3.1210
C22 4.9740 3.7375 3.8336
O12 6.3901 3.6074 3.9716
H51 5.0813 5.0617 2.1347
H52 3.5356 5.1263 3.0035
H53 4.9840 5.8937 3.6801
H54 4.6239 2.8824 3.2636
H55 4.5146 3.6979 4.8239
H56 6.7028 4.3580 4.4847
C23 -7.0488 4.6935 4.0174
C24 -5.8047 4.4788 3.1758
O13 -4.7920 3.8042 3.9333
H57 -6.8122 5.2782 4.9069
H58 -7.8196 5.2151 3.4485
H59 -7.4546 3.7386 4.3594
H60 -5.3898 5.4325 2.8553
H61 -6.0339 3.8858 2.2853
H62 -5.1554 2.9526 4.2015
C25 -3.2555 3.8852 7.5911
C26 -4.5564 3.1085 7.6825
O14 -5.5641 3.6946 6.8633
H63 -3.4104 4.9213 7.8946
H64 -2.4880 3.4428 8.2285
H65 -2.8881 3.8998 6.5623
H66 -4.9323 3.1105 8.7047
H67 -4.4047 2.0675 7.3759
H68 -5.2432 3.6861 5.9527

Formula: C26H69NNbO10S8
Source: the OMol25 dataset
Level of theory: ωB97M-V with the def2-TZVPD basis set

Computed properties:
Multiplicity = 1
E_LUMO = 1.6 eV
Total charge = -1
Electronic energy = -138264.446 eV
E_HOMO = -5.077 eV

CARTESIAN COORDINATES (ANGSTROEM)
C1 1.9422 0.0975 0.2383
C2 0.7511 0.1906 0.0416
C3 -0.7535 0.4195 -0.2544
C4 -1.5251 -0.8552 -0.7865
C5 -1.6527 -0.9564 -2.3717
Nb1 -3.0128 0.7054 -3.1655
C6 -1.1361 1.8967 -3.6942
N1 -0.0672 1.1105 -4.3704
C7 1.1086 2.0000 -4.5034
C8 -4.9151 -0.5162 -2.6989
S1 -6.1403 -0.5916 -4.0407
O1 -5.6705 -1.3047 -5.2392
O2 -6.6713 0.7524 -4.3228
O3 -4.1204 2.4250 -3.7203
C9 -4.0223 3.3104 -2.5779
C10 -4.5384 4.7849 -2.8126
C11 -3.9324 5.6472 -1.5965
C12 -4.2588 4.9540 -0.1834
H1 2.9971 0.2927 0.5493
H2 -1.2303 0.6941 0.7402
H3 -0.8390 1.3324 -0.8996
H4 -0.9712 -1.7628 -0.3881
H5 -2.5705 -0.8824 -0.3563
H6 -2.1037 -1.9806 -2.5974
H7 -0.6266 -0.9481 -2.8349
H8 -3.0766 1.3356 -1.4511
H9 -3.0125 0.0326 -4.8569
H10 -1.4858 2.6924 -4.4400
H11 -0.7530 2.4638 -2.7968
H12 -0.3244 0.8425 -5.3216
H13 1.4163 2.4842 -3.5293
H14 2.0114 1.4751 -4.9540
H15 0.8786 2.8566 -5.2270
H16 -4.6300 -1.5820 -2.4399
H17 -5.4247 -0.0845 -1.7915
H18 -7.2202 -1.3370 -3.5505
H19 -2.9642 3.3950 -2.1651
H20 -4.6466 2.8349 -1.7585
H21 -5.6578 4.8730 -2.7324
H22 -4.1033 5.2301 -3.7478
H23 -4.2441 6.7283 -1.6335
H24 -2.8055 5.5456 -1.7117
H25 -5.1740 4.2984 -0.3281
H26 -3.4292 4.2377 0.0925
H27 -4.4745 5.6981 0.6311
C13 4.3043 -1.7387 -1.2693
S2 5.6406 -1.5266 -0.0769
O4 5.5814 -0.1132 0.4179
C14 6.9825 -1.6242 -1.2747
H28 3.3541 -1.6741 -0.7409
H29 4.3506 -0.9539 -2.0258
H30 4.3879 -2.7189 -1.7395
H31 6.8646 -0.8457 -2.0295
H32 6.9796 -2.6083 -1.7448
H33 7.9216 -1.4796 -0.7512
C15 -4.8540 -3.3057 3.0371
S3 -3.5316 -3.9970 2.0237
O5 -2.5516 -2.9073 1.7676
C16 -4.5227 -4.1971 0.5294
H34 -4.4457 -3.0670 4.0191
H35 -5.2424 -2.3967 2.5747
H36 -5.6517 -4.0416 3.1481
H37 -4.9306 -3.2328 0.2221
H38 -5.3307 -4.9049 0.7208
H39 -3.8796 -4.5871 -0.2596
C17 11.9366 0.2648 -2.0946
S4 10.5969 -0.2635 -1.0092
O6 9.7036 -1.1545 -1.8043
C18 9.7920 1.3464 -0.9008
H40 12.5527 -0.6036 -2.3278
H41 11.5272 0.6775 -3.0178
H42 12.5454 1.0129 -1.5848
H43 9.5153 1.6912 -1.8981
H44 10.4688 2.0600 -0.4288
H45 8.8940 1.2416 -0.2907
C19 3.5904 0.3254 3.2677
S5 4.4792 0.5224 4.8218
O7 4.4228 -0.7837 5.5394
C20 3.2665 1.6140 5.5931
H46 4.1530 -0.3585 2.6324
H47 2.5979 -0.0874 3.4553
H48 3.5075 1.2928 2.7705
H49 2.2951 1.1189 5.6356
H50 3.1935 2.5392 5.0197
H51 3.6027 1.8413 6.6050
C21 0.1037 -4.5188 -4.0594
S6 1.4398 -4.3141 -2.8660
O8 1.3857 -2.9105 -2.3731
C22 2.7825 -4.4147 -4.0690
H52 -0.8450 -4.4505 -3.5274
H53 0.1537 -3.7319 -4.8135
H54 0.1835 -5.4996 -4.5318
H55 2.6650 -3.6345 -4.8227
H56 2.7761 -5.3987 -4.5404
H57 3.7267 -4.2722 -3.5433
C23 -2.1533 -2.6470 6.8368
S7 -3.4842 -3.1853 7.9281
O9 -4.3667 -4.0937 7.1411
C24 -4.3068 -1.5830 8.0257
H58 -1.5264 -3.5087 6.6083
H59 -2.5691 -2.2455 5.9114
H60 -1.5535 -1.8876 7.3405
H61 -4.5887 -1.2481 7.0263
H62 -3.6376 -0.8582 8.4910
H63 -5.2021 -1.6934 8.6375
C25 -2.7731 4.0184 2.9452
S8 -3.0101 2.2527 3.2315
O10 -3.8266 2.1080 4.4729
C26 -1.2961 1.8989 3.6679
H64 -3.7367 4.4585 2.6916
H65 -2.3835 4.4941 3.8470
H66 -2.0814 4.1633 2.1144
H67 -0.9983 2.5053 4.5252
H68 -0.6516 2.1107 2.8131
H69 -1.2185 0.8423 3.9253

Formula: C26H70BIN2O24P5
Source: the OMol25 dataset
Level of theory: ωB97M-V with the def2-TZVPD basis set

Computed properties:
Multiplicity = 1
E_LUMO = 0.5 eV
Energy above the lowest of the compared OMol25 structures with the same formula, charge and spin = 95.8 kcal per mole
Total charge = -1
Electronic energy = -135444.869 eV
E_HOMO = -5.126 eV

CARTESIAN COORDINATES (ANGSTROEM)
C1 4.9624 5.1744 -3.4469
C2 4.2141 3.8955 -3.0676
O1 5.0218 3.0433 -2.2576
C3 3.7405 3.1132 -4.2881
N1 3.2277 1.8173 -3.8732
C4 2.1699 1.3106 -4.7561
C5 0.8234 1.9593 -4.4569
O2 0.2393 1.3519 -3.3417
B1 -0.4225 2.2880 -2.3953
I1 -1.7335 0.9688 -1.0731
C6 0.6325 3.2309 -1.5406
C7 0.8403 2.9085 -0.0480
C8 1.5704 1.6250 0.2265
N2 2.3787 1.1304 -0.8229
O3 1.4912 1.0540 1.3090
C9 -1.4753 3.3144 -3.1534
C10 -2.4924 2.6222 -4.0765
C11 -3.8950 3.1648 -3.7781
O4 -2.2465 2.9418 -5.4692
H1 4.2576 6.0034 -3.4223
H2 5.4140 5.1151 -4.4354
H3 5.7155 5.3682 -2.6875
H4 3.3626 4.2124 -2.4646
H5 4.4384 2.6789 -1.5862
H6 2.9864 3.7172 -4.7919
H7 4.6228 3.0266 -4.9380
H8 4.0229 1.1999 -3.9369
H9 2.4517 1.5739 -5.7901
H10 2.1333 0.2265 -4.6763
H11 1.0233 3.0277 -4.3202
H12 0.2025 1.8497 -5.3525
H13 0.3223 4.2770 -1.6187
H14 1.6171 3.1721 -2.0077
H15 -0.0605 2.9777 0.5506
H16 1.5159 3.6773 0.3587
H17 2.9245 0.3836 -0.4080
H18 1.7619 0.7107 -1.5212
H19 -0.8916 4.0763 -3.6841
H20 -2.0224 3.8076 -2.3504
H21 -2.4550 1.5386 -4.0166
H22 -4.6792 2.5368 -4.1995
H23 -4.0703 3.2748 -2.7097
H24 -3.9480 4.1642 -4.2093
H25 -1.5842 3.6310 -5.5063
C12 6.2796 -3.4746 0.3220
O5 5.5638 -4.2209 1.3184
P1 4.3795 -3.4181 2.1376
O6 5.1446 -2.3724 2.8743
O7 4.0254 -4.7053 3.0321
C13 5.0601 -5.3027 3.8012
O8 2.8471 -2.9375 2.1531
C14 2.5633 -1.5233 2.2113
H26 6.8013 -4.1851 -0.3162
H27 5.6046 -2.8826 -0.2945
H28 7.0064 -2.8200 0.8018
H29 5.8148 -4.5727 4.0957
H30 5.5273 -6.1085 3.2339
H31 4.6143 -5.7272 4.6990
H32 3.1357 -0.9754 1.4738
H33 2.7741 -1.1438 3.2072
H34 1.5072 -1.3900 2.0024
C15 3.7953 0.7715 -12.5636
O9 2.9284 1.4146 -11.6173
P2 2.5637 0.5763 -10.2470
O10 1.8008 -0.5935 -10.7690
O11 1.6223 1.7376 -9.6807
C16 0.5242 2.1888 -10.4695
O12 3.0023 0.1670 -8.7469
C17 3.1911 -1.2122 -8.4342
H35 4.1692 1.5333 -13.2446
H36 4.6434 0.2985 -12.0702
H37 3.2369 0.0262 -13.1288
H38 0.1419 1.3970 -11.1131
H39 0.8271 3.0447 -11.0730
H40 -0.2635 2.5005 -9.7873
H41 3.8242 -1.7023 -9.1707
H42 2.2322 -1.7196 -8.3648
H43 3.6750 -1.2627 -7.4602
C18 -9.2943 1.7235 2.0235
O13 -8.0012 1.9652 1.4500
P3 -7.4837 0.9090 0.2953
O14 -7.3835 -0.3733 1.0515
O15 -6.0985 1.6693 0.0973
C19 -5.2416 1.8680 1.2235
O16 -7.4992 0.4754 -1.2662
C20 -8.0156 -0.8088 -1.6109
H44 -9.6178 2.6297 2.5314
H45 -10.0236 1.4750 1.2524
H46 -9.2326 0.9127 2.7486
H47 -5.3632 1.0810 1.9675
H48 -5.4486 2.8384 1.6758
H49 -4.2150 1.8607 0.8648
H50 -8.9828 -0.9933 -1.1476
H51 -7.3081 -1.5812 -1.3194
H52 -8.1314 -0.8266 -2.6936
C21 7.4494 -4.2949 7.7270
O17 8.0233 -5.1248 8.7562
P4 8.7645 -6.5050 8.2736
O18 7.6494 -7.2972 7.6840
O19 9.1366 -6.9253 9.7750
C22 8.0874 -7.0514 10.7307
O20 10.1170 -7.2002 7.7156
C23 10.0636 -7.8636 6.4506
H53 7.2659 -3.3109 8.1507
H54 8.1307 -4.1932 6.8842
H55 6.5054 -4.7190 7.3889
H56 7.1485 -7.3400 10.2590
H57 7.9589 -6.1119 11.2679
H58 8.3784 -7.8241 11.4397
H59 9.6004 -7.2422 5.6881
H60 9.5219 -8.8011 6.5477
H61 11.0906 -8.0770 6.1583
C24 -9.9570 -0.3205 8.8323
O21 -10.1249 -0.0281 7.4367
P5 -10.7703 1.4402 7.0428
O22 -12.1307 1.2779 7.6491
O23 -10.6965 1.1399 5.4745
C25 -11.2813 -0.0571 4.9667
O24 -10.7243 3.0450 6.7625
C26 -11.4912 3.9060 7.6022
H62 -9.2734 -1.1625 8.9156
H63 -9.5331 0.5269 9.3686
H64 -10.9171 -0.5902 9.2702
H65 -12.1233 -0.3952 5.5700
H66 -10.5237 -0.8388 4.9235
H67 -11.6330 0.1366 3.9551
H68 -11.3287 3.6925 8.6561
H69 -12.5469 3.8123 7.3613
H70 -11.1685 4.9251 7.3932

Question: Among the records above, which one has the lowest E_HOMO?
Answer: C26H68F4O14S

Question: Look up the electronic energy of the second one.
Answer: -138264.446 eV

Question: Among the records above, which one has the lowest E_HOMO?
Answer: C26H68F4O14S